(P)
{
  "formula": "C3H7FN3",
  "method": "wB97M-V/def2-TZVPD",
  "total_charge": 1,
  "symbols": ["C", "C", "C", "N", "N", "N", "F", "H", "H", "H", "H", "H", "H", "H"],
  "positions_angstrom": [[2.685, -1.386, 2.160], [-1.147, 0.334, -0.400], [-0.082, 1.206, 0.241], [2.588, -1.120, 0.765], [1.535, -1.682, 1.801], [-0.957, -0.943, -0.382], [3.476, -1.430, 3.131], [-2.071, 0.609, -1.002], [0.795, 0.978, -0.510], [0.123, 0.762, 1.136], [-0.496, 2.223, 0.209], [2.964, -1.662, 0.003], [-0.239, -1.376, 0.178], [-1.541, -1.585, -0.892]]
}


(Q)
{
  "formula": "C3H7FN3",
  "method": "wB97M-V/def2-TZVPD",
  "smiles": "CC(=[NH2+])N1N[C@@H]1F",
  "total_charge": 1,
  "symbols": ["C", "C", "N", "N", "N", "C", "F", "H", "H", "H", "H", "H", "H", "H"],
  "positions_angstrom": [[-0.922, -1.211, 0.045], [-0.262, 0.098, -0.204], [-0.976, 1.076, -0.706], [0.901, 0.447, 0.507], [1.927, 1.319, 0.048], [2.202, -0.046, 0.321], [2.368, -0.898, -0.743], [-1.075, -1.351, 1.161], [-1.817, -1.115, -0.658], [-0.170, -1.938, -0.071], [-1.965, 1.013, -0.913], [-0.702, 1.890, -1.215], [2.155, 2.000, 0.730], [2.926, -0.253, 1.063]]
}


Most stable to least stable: (Q), (P)


(P)
{
  "formula": "H5O3",
  "method": "wB97M-V/def2-TZVPD",
  "total_charge": -1,
  "symbols": ["O", "H", "O", "H", "H", "O", "H", "H"],
  "positions_angstrom": [[-1.949, 1.226, -0.183], [-0.914, 0.983, 0.072], [1.486, -1.681, -0.197], [1.050, -0.680, -0.070], [2.485, -1.422, -0.190], [0.356, 0.485, 0.314], [-2.265, 0.440, -0.521], [0.497, 0.446, 1.237]]
}


(Q)
{
  "formula": "H5O3",
  "method": "wB97M-V/def2-TZVPD",
  "total_charge": -1,
  "symbols": ["O", "H", "O", "H", "H", "O", "H", "H"],
  "positions_angstrom": [[0.675, 0.506, 1.211], [0.100, 0.798, 0.258], [-0.629, 0.808, -0.850], [-0.267, -0.884, -0.662], [-1.353, 1.406, -0.713], [-0.234, -1.956, -0.582], [1.451, 1.055, 1.123], [0.258, -1.733, 0.215]]
}


Most stable to least stable: (P), (Q)


(P)
{
  "formula": "H27O14",
  "method": "wB97M-V/def2-TZVPD",
  "total_charge": -1,
  "symbols": ["O", "H", "O", "H", "H", "O", "H", "H", "O", "H", "H", "O", "H", "H", "O", "H", "H", "O", "H", "H", "O", "H", "H", "O", "H", "H", "O", "H", "H", "O", "H", "H", "O", "H", "H", "O", "H", "H", "O", "H", "H"],
  "positions_angstrom": [[-2.484, 0.210, -3.697], [-3.103, 0.073, -2.992], [1.178, 2.569, -0.157], [-3.460, -1.700, -0.485], [1.648, 1.667, -1.538], [3.455, 1.393, 0.972], [2.488, 1.745, -2.878], [-1.398, -1.159, 0.907], [-1.298, -1.612, 0.055], [1.700, -2.564, 0.073], [-1.894, -1.206, -0.609], [-0.310, 1.103, 1.123], [-2.485, 3.573, 2.278], [0.468, 1.704, 0.392], [0.156, 3.395, -3.940], [1.017, 3.269, -3.518], [-0.457, 3.045, -3.281], [-4.003, -1.168, -1.074], [0.186, -4.626, 1.891], [-3.628, -0.358, -1.364], [2.153, 1.169, -2.234], [2.631, 1.890, 0.768], [0.371, 0.495, 1.371], [-1.150, 0.234, -1.434], [-0.847, 0.759, -0.670], [3.987, 1.945, 0.373], [3.672, -1.363, 2.608], [4.167, -1.274, 1.809], [2.811, -0.957, 2.573], [-1.220, -2.932, 3.309], [-0.666, -3.044, 4.101], [-1.012, -3.695, 2.789], [-2.032, 3.109, 2.984], [-2.386, 2.210, 2.991], [-1.771, -0.404, -3.560], [0.733, -3.903, 2.236], [-0.375, 0.027, -1.973], [0.411, -3.091, 1.841], [1.472, -2.156, -0.734], [0.382, 3.057, -0.364], [0.894, -1.430, -0.942]]
}


(Q)
{
  "formula": "H27O14",
  "method": "wB97M-V/def2-TZVPD",
  "total_charge": -1,
  "symbols": ["O", "H", "O", "H", "H", "O", "H", "H", "O", "H", "H", "O", "H", "H", "O", "H", "H", "O", "H", "H", "O", "H", "H", "O", "H", "H", "O", "H", "H", "O", "H", "H", "O", "H", "H", "O", "H", "H", "O", "H", "H"],
  "positions_angstrom": [[0.625, -3.359, -0.203], [-3.247, 2.061, -1.155], [-3.477, -1.135, -3.326], [-3.183, 2.486, 2.495], [-0.287, 2.513, -2.205], [0.348, -1.105, 4.049], [0.005, 1.356, -1.350], [3.149, -2.375, -1.099], [3.482, -2.541, -1.973], [-3.030, 0.719, -0.356], [4.314, -2.968, -1.738], [-3.414, 1.118, -1.149], [1.415, -3.807, -0.495], [-3.204, -0.216, -3.280], [-2.336, 2.092, 2.732], [1.862, 2.376, 2.013], [-0.805, 1.222, -4.128], [2.719, 2.485, 1.588], [-1.811, -0.372, 0.543], [-2.202, 1.429, 1.986], [-0.027, 1.590, -2.296], [0.095, -1.993, 3.778], [2.367, 0.810, -3.317], [1.058, 0.506, 0.839], [0.070, 0.513, 1.123], [-0.109, -0.798, 3.232], [0.356, 2.446, 3.572], [0.661, 1.551, 3.783], [-0.467, 2.431, 4.041], [-1.239, 1.073, -4.975], [2.641, 1.683, 1.052], [-0.067, -4.029, -0.186], [-1.458, 0.192, 1.235], [1.330, -3.191, 1.476], [-2.163, 0.840, -4.902], [2.897, 0.908, -2.527], [1.278, -0.425, 0.786], [2.354, 1.128, -1.767], [1.446, -3.129, 2.445], [-4.334, -1.145, -2.890], [2.385, -2.941, 2.548]]
}


Most stable to least stable: (Q), (P)


(P)
{
  "formula": "C5H10S3",
  "method": "wB97M-V/def2-TZVPD",
  "smiles": "SC1[C@@H](S)CC[C@@H]1S",
  "symbols": ["S", "C", "C", "S", "C", "C", "C", "S", "H", "H", "H", "H", "H", "H", "H", "H", "H", "H"],
  "positions_angstrom": [[0.799, 2.038, 0.023], [-0.011, 0.413, -0.623], [0.659, -0.891, -0.109], [2.423, -1.081, -0.472], [0.271, -0.991, 1.394], [-0.936, -0.037, 1.527], [-1.337, 0.421, 0.117], [-2.607, -0.506, -0.741], [1.664, 2.256, -0.970], [-0.047, 0.506, -1.726], [0.214, -1.738, -0.636], [2.953, -0.070, 0.219], [1.052, -0.684, 2.112], [-0.021, -2.013, 1.552], [-1.807, -0.506, 2.035], [-0.633, 0.905, 2.091], [-1.724, 1.435, 0.208], [-3.371, -0.806, 0.317]]
}


(Q)
{
  "formula": "C5H10S3",
  "method": "wB97M-V/def2-TZVPD",
  "smiles": "SC[C@H]1[C@H](S)C[C@@H]1S",
  "symbols": ["S", "C", "C", "C", "S", "C", "C", "S", "H", "H", "H", "H", "H", "H", "H", "H", "H", "H"],
  "positions_angstrom": [[-1.168, 0.093, 2.320], [-1.465, -0.836, 0.778], [-0.363, -0.425, -0.156], [-0.088, 0.879, -0.743], [-1.390, 1.103, -2.031], [1.433, 0.648, -0.811], [1.192, -0.609, 0.265], [1.797, -2.416, 0.405], [-1.161, 1.580, 1.622], [-1.644, -1.934, 1.058], [-2.412, -0.487, 0.378], [-0.584, -1.035, -1.114], [-0.468, 1.609, 0.138], [-1.198, 2.441, -2.485], [1.964, 1.479, -0.591], [1.766, 0.320, -1.860], [1.109, -0.090, 1.306], [2.679, -2.321, 1.521]]
}


Most stable to least stable: (P), (Q)